ORCA calculation (ωB97M-V/def2-TZVPD) on C23H21F3NO8S4 as an isolated structure.

Geometry as XYZ:
```
60
Properties=species:S:1:pos:R:3:mulliken_charge:R:1
S 2.100 3.196 -1.636 1.117
S -0.095 -0.455 -0.130 0.421
S -1.843 -0.732 1.917 1.489
S -0.576 3.712 -0.913 1.086
F 1.148 -0.340 -2.674 -0.155
F 2.084 -1.568 -1.161 -0.239
F 0.066 -2.113 -1.995 -0.225
O -0.042 3.194 0.334 -0.598
O 2.184 -1.775 2.707 -0.287
O -2.799 -1.139 0.884 -0.512
O 2.309 1.863 -1.105 -0.511
O 2.683 4.346 -0.999 -0.731
O -2.027 0.594 2.501 -0.614
O 0.568 -2.967 1.480 -0.607
O -1.213 5.012 -0.980 -0.743
N 0.600 3.657 -2.066 -0.453
C 1.169 -1.931 1.799 0.754
C -2.463 -3.292 3.017 -0.380
C 3.303 1.768 -5.251 -0.421
C -2.691 1.901 -0.577 -0.503
C -2.042 -1.453 4.563 -0.287
C 3.419 2.024 -3.874 -0.605
C 3.345 -3.163 4.417 -1.210
C -3.531 0.866 -0.990 -0.449
C -2.414 0.760 -3.100 -0.664
C -2.109 -1.957 3.264 -0.010
C -3.333 -3.366 5.294 -0.308
C -3.147 -3.981 4.039 -0.579
C 0.895 -1.092 -1.582 0.460
C 1.729 3.721 -4.156 -0.263
C -3.421 0.297 -2.257 -0.471
C 1.617 3.468 -5.508 -0.624
C 0.815 -0.590 1.231 -0.605
C -1.715 2.403 -1.440 0.265
C -1.599 1.814 -2.689 -0.130
C -2.694 -2.150 5.589 -0.603
C 2.990 -2.966 2.968 -0.214
C 2.594 3.018 -3.350 0.185
C 2.408 2.471 -6.072 -0.427
H -3.576 -4.968 3.813 0.334
H 2.387 -3.809 2.631 0.309
H 1.349 0.305 1.641 0.247
H 3.894 -2.872 2.350 0.329
H -4.153 -0.435 -2.612 0.352
H 4.057 1.434 -3.218 0.420
H 4.224 -3.806 4.469 0.362
H 2.597 -3.743 4.949 0.305
H 3.513 -2.233 4.952 0.308
H -2.754 -1.697 6.584 0.355
H -2.782 2.314 0.416 0.379
H 2.306 2.239 -7.138 0.350
H 0.868 4.019 -6.066 0.394
H -2.225 -3.760 2.048 0.396
H -1.548 -0.502 4.773 0.404
H -2.242 0.299 -4.074 0.372
H 0.998 4.386 -3.718 0.541
H -4.310 0.493 -0.332 0.294
H 3.905 0.972 -5.686 0.328
H -0.778 2.128 -3.309 0.500
H -4.002 -3.819 6.029 0.372
```

Results
Net charge ... -1
M ... 624.7 Da
Gap between HOMO and LUMO ... 4.9 eV


ORCA calculation (ωB97M-V/def2-TZVPD) on C23H21F5N3O3SnTe as an isolated structure.

Geometry as XYZ:
```
57
Properties=species:S:1:pos:R:3:mulliken_charge:R:1
Te -0.004 -3.379 1.405 2.066
Sn 0.611 -0.194 -0.167 0.910
F 0.490 -4.561 -0.026 -0.413
F -0.318 -2.323 2.882 -0.415
F -1.006 -4.638 2.144 -0.323
F -1.578 -2.774 0.595 -0.439
F 1.518 -3.893 2.341 -0.404
O -2.036 0.671 3.343 -0.603
O 0.956 -2.053 0.533 -0.455
O -2.169 -0.721 -3.553 -0.575
N -1.621 0.067 -0.106 0.142
N -0.125 0.546 2.127 0.177
N -0.181 -0.765 -2.375 -0.327
C -3.640 0.618 1.006 -0.605
C 1.822 0.772 3.563 0.669
C -1.093 3.318 2.958 -1.637
C 0.110 2.593 3.534 0.861
C 2.121 2.742 4.923 -0.616
C 2.548 1.483 4.473 -0.782
C -3.723 -0.073 -1.257 -0.712
C -0.837 1.421 -4.364 -1.759
C 0.244 0.404 -4.491 1.263
C 1.099 0.420 -5.582 -0.843
C -1.465 0.559 2.267 -0.191
C 2.234 -0.594 3.200 -1.061
C -4.364 0.394 -0.110 -0.672
C 0.577 1.252 3.095 0.672
C -2.285 0.465 1.003 0.420
C 2.160 -0.469 -5.672 -0.800
C -1.577 -0.555 -2.501 -0.119
C 1.729 -1.474 -3.534 0.808
C 2.483 -1.406 -4.636 -0.777
C 0.566 -0.636 -3.464 0.810
C 2.122 -2.571 -2.539 -1.134
C 0.900 3.217 4.467 -0.697
C -2.338 -0.228 -1.184 0.602
H 2.709 -0.509 -6.598 0.420
H -1.156 1.569 -3.370 0.315
H 3.529 1.182 4.785 0.441
H 2.735 3.330 5.616 0.410
H 3.235 -0.845 3.466 0.471
H -0.976 4.359 3.019 0.543
H 2.171 -1.040 2.205 -0.033
H 1.244 -3.155 -2.266 0.255
H -4.146 -0.325 -2.234 0.572
H -5.416 0.597 -0.069 0.482
H -1.998 2.926 3.506 0.334
H -4.064 0.968 1.962 0.526
H 2.525 -2.117 -1.614 0.146
H -1.408 3.113 1.942 0.237
H -1.796 1.021 -4.794 0.341
H 1.546 -1.241 3.892 0.209
H 0.649 4.168 4.910 0.473
H -0.534 2.386 -4.769 0.518
H 3.380 -2.075 -4.661 0.358
H 2.836 -3.243 -3.049 0.487
H 1.007 1.297 -6.174 0.455
```

Results
Net charge ... +1
M ... 728.7 Da
Gap between HOMO and LUMO (alpha / beta) ... 6.0 / 5.8 eV


ORCA calculation (ωB97M-V/def2-TZVPD) on C23H21F6HoN3O4S2Sb as an isolated structure.

Geometry as XYZ:
```
61
Properties=species:S:1:pos:R:3:mulliken_charge:R:1
Ho 0.518 -0.450 -0.814 1.186
Sb 3.722 -0.263 0.080 1.936
S 2.367 1.648 -0.495 -0.458
S -2.241 -0.740 -1.633 -0.305
F 1.676 -1.304 0.632 -0.486
F 3.432 -0.255 1.992 -0.613
F 4.928 -0.320 -1.396 -0.556
F 5.135 0.893 0.717 -0.607
F 2.464 -0.837 -1.745 -0.677
F 4.202 -2.061 0.305 -0.538
O -0.639 3.253 -3.002 -0.759
O 0.175 -2.477 -2.048 -0.441
O 0.545 -3.492 -4.038 -0.769
O -0.381 1.656 -1.422 -0.464
N 0.096 1.070 1.569 1.927
N 0.200 -0.137 -3.196 0.559
N -1.254 -1.577 1.164 1.505
C -4.554 -1.701 -0.649 -0.690
C 1.094 2.065 1.931 -0.596
C 3.026 3.943 2.725 -0.740
C 1.928 3.682 3.533 -0.910
C -3.505 -2.298 1.838 -0.172
C 0.719 1.457 -4.934 -0.958
C -3.189 -1.456 -0.395 1.286
C 0.607 -1.131 -3.944 0.535
C 2.183 2.362 1.114 1.130
C 0.216 1.139 -3.624 0.548
C 0.446 -2.521 -3.299 0.230
C -2.657 -1.767 0.873 -1.150
C -1.086 -0.941 2.490 -1.526
C 1.180 0.428 -5.719 -0.275
C 3.146 3.285 1.515 -0.723
C 1.128 -0.902 -5.258 -0.765
C 0.077 0.028 2.614 -0.954
C -0.321 2.132 -2.618 0.219
C -5.379 -2.219 0.325 -0.606
C -1.212 1.736 1.404 -1.349
C -4.849 -2.518 1.578 -0.841
C -0.603 -2.916 1.125 -1.459
C 0.981 2.755 3.136 -0.393
H 3.998 3.454 0.872 0.461
H -5.482 -2.932 2.352 0.396
H 1.587 0.641 -6.700 0.408
H -0.587 -3.287 0.100 0.309
H -0.029 0.474 3.610 0.600
H -1.144 -3.627 1.760 0.501
H 0.421 -2.829 1.474 0.397
H 1.037 -0.483 2.585 0.350
H -2.004 -0.406 2.725 0.621
H 0.734 2.490 -5.253 0.503
H -1.942 1.031 1.005 0.194
H -3.109 -2.555 2.812 0.415
H 0.132 2.564 3.782 0.315
H -6.426 -2.394 0.116 0.374
H 1.812 4.190 4.482 0.383
H 3.783 4.653 3.033 0.372
H -1.104 2.531 0.673 0.373
H -4.937 -1.463 -1.633 0.478
H -1.589 2.145 2.350 0.420
H 1.478 -1.739 -5.841 0.507
H -0.950 -1.703 3.266 0.339
```

Results
Net charge ... -1
Spin multiplicity ... 6
M ... 868.3 Da
Gap between HOMO and LUMO (alpha / beta) ... 8.6 / 6.3 eV


ORCA calculation (ωB97M-V/def2-TZVPD) on a 2-piece molecular cluster, C23H21FNO3P overall.

Geometry as XYZ:
```
50
Properties=species:S:1:pos:R:3:mulliken_charge:R:1
P 0.498 -5.182 1.367 0.623
F 0.430 -2.504 -0.759 -0.326
O -1.813 -3.122 1.563 -0.577
O 1.759 -5.791 0.871 -0.710
O -0.539 0.027 4.838 -0.557
N -0.662 4.478 -3.478 0.000
C 0.359 -0.787 -2.372 -1.447
C -0.717 3.280 0.511 -0.984
C -0.961 -0.876 1.465 0.880
C -0.214 -0.509 3.804 -0.136
C 0.465 5.186 -3.795 -0.403
C -1.007 3.668 -4.525 -0.514
C 0.849 4.820 -5.057 -0.475
C -1.675 -1.375 -0.923 -1.378
C -0.505 1.385 2.182 -0.864
C 1.566 -2.093 4.645 -0.939
C 0.843 -3.921 2.623 0.270
C 0.469 3.856 0.129 -0.638
C -0.087 3.855 -5.521 -0.432
C 0.179 -2.703 2.762 0.550
C -0.959 -2.320 1.869 -0.155
C 2.234 -3.300 4.502 -0.709
C -0.812 1.848 0.901 0.465
C -1.212 0.937 -0.065 -0.899
C -0.574 0.031 2.458 1.021
C 0.545 -1.794 3.754 0.532
C -1.291 -0.432 0.185 0.341
C 1.883 -4.204 3.507 -0.679
C -0.438 -1.876 -1.666 0.553
H -0.321 -6.148 1.980 0.096
H 1.703 5.200 -5.590 0.410
H 0.896 5.885 -3.099 0.399
H 1.040 -1.215 -3.104 0.371
H -1.617 3.898 0.551 0.425
H -2.224 -2.236 -0.552 0.378
H 3.050 -3.552 5.165 0.396
H 2.446 -5.123 3.409 0.466
H 0.642 4.185 -0.895 0.177
H -0.219 -4.580 0.331 -0.004
H -0.084 3.359 -6.477 0.406
H -1.461 1.280 -1.063 0.583
H 0.948 -0.261 -1.619 0.379
H 1.300 3.999 0.819 0.288
H -0.195 2.083 2.948 0.528
H -2.297 -0.853 -1.650 0.547
H -1.161 4.542 -2.609 0.215
H -0.709 -2.624 -2.414 0.271
H -1.874 3.030 -4.473 0.401
H 1.825 -1.385 5.419 0.486
H -0.298 -0.062 -2.851 0.367
```

Results
M ... 409.4 Da
Gap between HOMO and LUMO ... 7.8 eV


ORCA calculation (ωB97M-V/def2-TZVPD) on the molecule C23H21N3O6.

Geometry as XYZ:
```
53
Properties=species:S:1:pos:R:3:mulliken_charge:R:1
O -4.478 -2.302 0.530 -0.313
O 4.770 1.064 1.863 -0.818
O 0.481 2.840 0.206 -0.254
O -5.007 0.243 0.069 -0.530
O 1.793 -3.046 0.170 -0.254
O -2.734 1.942 -0.433 -0.372
N 1.294 -0.873 -0.332 -0.515
N 2.769 0.939 0.686 -0.147
N 0.329 -2.980 0.351 -0.497
C 1.049 4.851 -0.892 -0.843
C -3.483 -1.650 0.286 0.869
C 6.358 -1.691 -0.651 -0.161
C 2.202 -1.863 0.123 0.204
C 4.461 -0.517 0.131 0.487
C -0.056 4.028 -0.705 -0.332
C -3.997 2.663 -0.128 -0.839
C 4.348 -2.969 -0.909 -0.909
C -2.223 -2.294 0.142 -1.818
C 3.779 -1.707 -0.257 0.742
C -1.479 -0.031 0.072 -0.464
C 2.103 4.358 0.202 -0.458
C 2.306 2.409 1.475 -0.877
C 1.672 3.190 0.326 0.578
C -2.706 0.636 -0.224 0.052
C 5.853 -0.664 -0.011 -0.734
C -3.832 -0.219 -0.012 0.875
C 0.122 -1.805 -0.021 0.255
C -6.140 -0.215 -0.560 -0.810
C 3.961 0.521 0.880 0.615
C 5.727 -2.585 -1.206 -0.640
C -4.399 -3.770 0.866 -1.106
C -1.226 -1.345 0.137 0.784
H -5.259 -4.112 0.853 0.356
H -0.600 0.826 -0.125 -0.170
H -4.435 2.357 0.728 0.396
H 0.980 5.651 -1.478 0.555
H -3.849 -4.272 -0.090 0.323
H -6.516 -1.342 -0.039 0.131
H -3.513 3.847 -0.367 0.171
H -2.015 -3.112 0.406 1.247
H -6.802 0.429 -0.806 0.523
H 7.630 -1.761 -0.920 0.120
H -5.825 -0.807 -1.589 0.248
H 6.476 0.105 0.324 0.525
H 3.620 -3.569 -1.167 0.682
H -3.805 -3.909 1.612 0.468
H 3.257 2.597 1.961 0.440
H 3.007 4.656 0.133 0.519
H -1.049 3.907 -1.011 0.508
H -4.614 2.417 -1.021 0.338
H 2.105 0.478 0.134 0.430
H 1.405 1.929 2.087 0.175
H 6.186 -3.476 -1.798 0.244
```

Results
M ... 435.4 Da
Gap between HOMO and LUMO ... 8.0 eV


ORCA calculation (ωB97M-V/def2-TZVPD) on C23H22AsCl2NO2S4V as an isolated structure.

Geometry as XYZ:
```
56
Properties=species:S:1:pos:R:3:mulliken_charge:R:1
As 0.908 -1.259 1.461 2.128
V 0.375 0.585 -0.254 0.190
Cl -0.860 -0.914 -1.679 -0.081
Cl 1.960 -0.397 -1.877 -0.105
S -1.323 3.118 -4.312 -0.483
S 0.210 2.209 -1.998 -0.243
S -2.794 2.482 -1.825 -0.527
S -2.373 -1.889 1.752 -0.562
O 1.764 1.550 0.748 -0.688
O 2.447 3.017 2.287 -0.754
N -1.200 1.206 0.870 -0.068
C 1.584 2.551 1.543 0.552
C 3.978 -3.568 -0.497 -0.762
C 0.170 3.149 1.554 -0.635
C 2.067 -0.539 2.869 0.232
C 1.902 -4.753 -0.634 -0.684
C 3.350 -2.552 0.211 0.104
C 1.284 -3.740 0.083 -0.670
C 0.602 -1.270 -2.626 -0.265
C -0.867 2.106 1.984 -0.420
C 3.388 -0.139 2.712 -0.165
C 0.498 -4.343 4.307 -0.873
C 0.981 -3.395 3.421 -0.145
C -1.747 -3.747 3.661 -0.555
C 2.155 0.255 5.154 -0.772
C -1.280 -2.781 2.744 1.024
C 3.260 -4.677 -0.917 -0.464
C -0.880 -4.503 4.424 -0.361
C -1.342 2.631 -2.699 0.087
C 3.488 0.601 4.996 -0.490
C 1.455 -0.313 4.102 -0.262
C 4.099 0.408 3.769 -0.755
C 0.123 -2.614 2.656 -1.187
C 1.999 -2.628 0.538 0.168
H -1.276 -5.232 5.124 0.326
H 0.466 -0.909 -3.639 0.421
H 1.658 0.437 6.100 0.374
H 1.178 -4.940 4.904 0.369
H 1.332 -5.615 -0.960 0.371
H 4.037 1.045 5.818 0.339
H -1.803 1.721 0.193 -0.017
H -0.470 1.510 2.813 0.091
H 0.226 -3.813 0.316 0.350
H -1.766 2.617 2.348 0.502
H 5.036 -3.493 -0.721 0.388
H -2.817 -3.886 3.759 0.363
H 2.052 -3.247 3.320 0.244
H -1.742 0.416 1.228 -0.162
H 0.161 4.006 2.225 0.383
H 0.809 -2.334 -2.574 0.288
H 3.936 -1.695 0.506 0.164
H 5.127 0.716 3.621 0.337
H 3.867 -0.202 1.747 0.338
H 3.752 -5.481 -1.451 0.358
H 0.416 -0.593 4.235 0.425
H -0.068 3.476 0.539 0.242
```

Results
Net charge ... -2
Spin multiplicity ... 4
M ... 669.5 Da
Gap between HOMO and LUMO (alpha / beta) ... 5.1 / 5.1 eV


Max |F| values (in eV/A) by entry order: 4.55, 3.96, 2.62, 2.09, 16.43, 1.46.